Molecular formula: C3H2Cl2O4Ru2
Method: DFT, ωB97M-V/def2-TZVPD

Cartesian coordinates (Å):
Ru  -0.850666  -0.439035  -2.795663
Ru  -0.986708  0.154983  -0.451565
Cl  -2.463356  -1.667082  -1.454313
Cl  -2.239789  1.565443  -1.911714
C  0.612309  1.024556  -0.363014
C  0.239606  -1.826869  -3.250569
C  0.262837  0.770728  -3.619114
O  1.646322  1.566629  -0.237484
O  0.960449  -2.691118  -3.566205
O  0.973589  1.564523  -4.091935
O  -0.735158  -0.767698  1.463660
H  -1.303006  -0.295738  2.094919
H  0.180272  -0.709122  1.803096

Force components x, y, z for each atom (eV/Å):
Ru -7.22 -0.58 -0.70
Ru -6.95 -3.04 5.22
Cl -0.68 -0.02 0.51
Cl -1.71 1.22 -0.08
C 12.94 6.48 0.49
C 8.26 -11.49 -3.39
C 7.69 9.97 -6.07
O -5.70 -2.82 -0.48
O -3.38 4.37 1.35
O -3.13 -4.06 2.12
O 0.06 0.79 -0.77
H -0.32 -0.25 1.12
H 0.14 -0.58 0.67

- net charge = +4
- total energy (eV) = -41473.528
- ΔE to the lowest compared entry with this formula, charge and spin (kJ/mol) = 20.0
- HOMO-LUMO gap (spin up / spin down) (eV) = 7.572 / 6.108
- max |F| (eV/A) = 14.55
- multiplicity = 11

Molecular formula: C3H2Cl3O3P
Method: DFT, ωB97M-V/def2-TZVPD

Cartesian coordinates (Å):
C  0.429832  1.465453  -0.254091
C  0.305734  0.213394  -0.177265
C  -1.837561  -0.140536  0.013581
O  0.574104  -2.510784  0.355760
O  2.471431  -1.196524  -0.806636
O  1.915438  -0.811111  1.722122
P  1.474965  -1.316207  0.356044
Cl  1.921730  2.417315  -0.402257
Cl  -2.388928  -0.234763  -1.599582
Cl  -2.701306  1.174096  0.891120
H  -0.433884  2.017036  -0.597255
H  -1.731557  -1.077367  0.498460

Force components x, y, z for each atom (eV/Å):
C -0.52 3.79 -1.57
C -1.92 -4.79 1.98
C 3.89 1.90 -0.18
O -0.71 -0.51 -0.06
O -0.61 -0.14 0.94
O -0.10 -0.14 -0.55
P 0.90 1.13 -0.66
Cl -0.17 -0.34 0.12
Cl -0.68 -0.28 -1.05
Cl 0.29 -0.71 -0.05
H 0.01 0.75 0.45
H -0.39 -0.67 0.63

- net charge = -2
- total energy (eV) = -56141.131
- ΔE to the lowest compared entry with this formula, charge and spin (kJ/mol) = 121.4
- HOMO-LUMO gap (eV) = 5.258
- max |F| (eV/A) = 5.53
- multiplicity = 1

Molecular formula: C3H2ClF
Method: DFT, ωB97M-V/def2-TZVPD

Cartesian coordinates (Å):
F  0.727404  -2.716254  0.030219
C  1.088464  -1.450140  0.147996
C  1.816823  -0.279153  -0.618244
Cl  3.073189  0.790028  -0.330092
C  0.283079  -0.229250  -0.174807
H  -0.533386  -0.466908  -0.812046
H  -0.084554  0.131910  0.736427

Force components x, y, z for each atom (eV/Å):
F 0.54 0.44 0.16
C 2.26 3.52 -3.17
C -3.67 -3.97 3.03
Cl 0.10 0.09 -0.17
C 1.46 -2.20 0.35
H -0.38 0.59 -1.49
H -0.30 1.52 1.30

- total energy (eV) = -18377.627
- ΔE to the lowest compared entry with this formula, charge and spin (kJ/mol) = 332.8
- HOMO-LUMO gap (spin up / spin down) (eV) = 8.453 / 8.051
- max |F| (eV/A) = 6.20
- multiplicity = 1

Molecular formula: C3H2ClF
Method: DFT, ωB97M-V/def2-TZVPD

Cartesian coordinates (Å):
C  -1.207875  0.938183  0.132771
C  -0.395591  -0.209183  0.010897
C  0.924346  -0.381723  -0.046021
F  -0.612753  2.130619  -0.049020
Cl  -1.479775  -1.677580  -0.023312
H  1.523694  0.531469  0.009615
H  1.247954  -1.331782  -0.034928

Force components x, y, z for each atom (eV/Å):
C -1.95 2.38 0.52
C 0.18 -1.96 -0.67
C -1.82 3.69 0.43
F 0.61 -1.59 -0.07
Cl 1.00 1.06 0.02
H 0.16 -0.57 -0.17
H 1.82 -3.00 -0.06

- total energy (eV) = -18378.962
- ΔE to the lowest compared entry with this formula, charge and spin (kJ/mol) = 204.1
- HOMO-LUMO gap (spin up / spin down) (eV) = 7.728 / 7.720
- max |F| (eV/A) = 4.13
- multiplicity = 1

Molecular formula: C3H2ClF
Method: DFT, ωB97M-V/def2-TZVPD

Cartesian coordinates (Å):
C  1.350960  -0.783650  0.283387
C  2.304737  -1.436655  0.564693
C  0.147411  -0.047447  -0.311285
F  -0.311274  0.602427  -1.779353
Cl  3.449961  -2.457460  1.099319
H  0.186159  0.823431  0.398509
H  -0.603124  -0.692815  -0.227248

Force components x, y, z for each atom (eV/Å):
C -1.80 1.51 -3.71
C 0.61 -0.73 0.62
C 3.00 3.61 0.70
F 2.39 -1.81 3.28
Cl 0.41 -0.11 0.11
H -1.17 -0.38 -1.36
H -3.45 -2.09 0.36

- total energy (eV) = -18378.856
- ΔE to the lowest compared entry with this formula, charge and spin (kJ/mol) = 214.3
- HOMO-LUMO gap (eV) = 10.260
- max |F| (eV/A) = 4.74
- multiplicity = 1

Molecular formula: C3H2ClFO
Method: DFT, ωB97M-V/def2-TZVPD

Cartesian coordinates (Å):
O  -2.362349  -0.464771  -0.003903
C  -1.331614  0.153627  0.002393
C  -0.000265  -0.511616  -0.005256
C  1.125968  0.180866  -0.001633
F  1.150574  1.508118  -0.002108
Cl  2.703878  -0.495357  -0.001794
H  -1.293013  1.249009  0.000822
H  0.006818  -1.619877  0.011482

Force components x, y, z for each atom (eV/Å):
O -0.14 0.00 0.03
C 0.71 -0.27 -0.10
C -0.68 -0.94 0.12
C 0.37 -0.06 -0.02
F 0.04 -0.06 -0.01
Cl -0.23 0.13 0.01
H -0.20 0.23 0.03
H 0.13 0.96 -0.06

- total energy (eV) = -20429.682
- ΔE to the lowest compared entry with this formula, charge and spin (kJ/mol) = 0.0
- HOMO-LUMO gap (eV) = 10.357
- max |F| (eV/A) = 1.16
- multiplicity = 1

Molecular formula: C3H2ClFS
Method: DFT, ωB97M-V/def2-TZVPD

Cartesian coordinates (Å):
F  -0.562561  2.012815  0.067791
C  0.472804  1.274660  -0.039046
C  0.531143  -0.003961  0.123045
Cl  2.141269  -0.595926  -0.075112
C  -0.621538  -0.941165  0.257278
S  -2.170357  -0.614367  -0.118564
H  1.455538  1.863389  -0.095929
H  -0.362794  -1.995305  0.612093

Force components x, y, z for each atom (eV/Å):
F -1.99 1.13 -0.01
C 3.34 3.02 0.32
C -1.05 -3.03 -0.30
Cl 0.31 -0.89 0.21
C 0.41 -0.94 0.17
S 0.76 -0.07 0.24
H -1.66 -0.75 -0.20
H -0.12 1.52 -0.43

- total energy (eV) = -29216.584
- ΔE to the lowest compared entry with this formula, charge and spin (kJ/mol) = 55.3
- HOMO-LUMO gap (eV) = 8.100
- max |F| (eV/A) = 4.52
- multiplicity = 1

Molecular formula: C3H2ClFS2
Method: DFT, ωB97M-V/def2-TZVPD

Cartesian coordinates (Å):
C  -1.409867  0.175523  0.276970
C  -0.496043  0.771736  -0.373945
C  1.671492  -0.600930  0.126895
H  -0.755771  1.219532  -1.216566
H  0.602520  -1.628753  0.258318
F  -1.333149  -0.441979  1.397964
S  1.109212  1.180959  0.306460
S  3.394030  -0.450122  -0.255428
Cl  -2.782421  -0.225966  -0.520669

Force components x, y, z for each atom (eV/Å):
C -1.09 -1.45 0.01
C 4.01 1.86 2.94
C 1.62 1.09 -0.53
H -0.82 1.63 -3.79
H 3.80 3.13 -0.48
F 0.66 -0.53 2.41
S -0.91 -3.20 -0.43
S -4.17 -1.92 1.10
Cl -3.10 -0.61 -1.24

- total energy (eV) = -40049.026
- ΔE to the lowest compared entry with this formula, charge and spin (kJ/mol) = 328.9
- HOMO-LUMO gap (eV) = 7.691
- max |F| (eV/A) = 5.30
- multiplicity = 1

Molecular formula: C3H2ClNO
Method: DFT, ωB97M-V/def2-TZVPD

Cartesian coordinates (Å):
C  0.241378  -0.301509  0.740870
C  -0.841519  -1.086899  0.385506
C  0.958087  1.007058  -0.623726
N  1.134907  0.588969  0.751864
O  -0.952559  -2.156961  -0.128453
Cl  -2.282563  -0.275281  1.153129
H  1.583444  0.553518  -1.376618
H  0.158825  1.671106  -0.902572

Force components x, y, z for each atom (eV/Å):
C 2.07 2.05 -1.14
C -1.40 -0.33 0.47
C -0.48 -0.94 0.41
N -0.55 -0.81 0.40
O 0.40 0.00 -0.19
Cl 0.06 -0.02 -0.20
H 0.09 -0.05 0.05
H -0.19 0.09 0.20

- total energy (eV) = -19198.701
- ΔE to the lowest compared entry with this formula, charge and spin (kJ/mol) = 380.3
- HOMO-LUMO gap (spin up / spin down) (eV) = 8.481 / 7.594
- max |F| (eV/A) = 3.13
- multiplicity = 1

Molecular formula: C3H2ClNO2
Method: DFT, ωB97M-V/def2-TZVPD

Cartesian coordinates (Å):
O  -0.807951  2.455840  0.649847
C  -0.618328  1.513096  -0.032623
C  -0.388770  0.733083  -1.271363
O  -0.415868  0.618703  -2.471890
N  -0.084483  0.250176  -0.072567
C  0.336792  -1.246285  0.775498
Cl  2.066705  -1.256313  0.608639
H  -0.101021  -1.864967  -0.008353
H  0.012923  -1.203335  1.822811

Force components x, y, z for each atom (eV/Å):
O -0.49 0.11 0.59
C 0.71 0.75 -0.61
C -0.86 1.60 -3.39
O 0.20 -0.61 1.59
N 0.47 -3.90 3.81
C 0.08 2.99 -2.63
Cl 0.26 -0.41 0.39
H -0.15 -0.51 0.99
H -0.22 -0.02 -0.75

- total energy (eV) = -21247.839
- ΔE to the lowest compared entry with this formula, charge and spin (kJ/mol) = 282.3
- HOMO-LUMO gap (eV) = 9.597
- max |F| (eV/A) = 5.47
- multiplicity = 1

What did the first record say?
Molecular formula: C3H2Cl2O4Ru2
Method: DFT, ωB97M-V/def2-TZVPD

Cartesian coordinates (Å):
Ru  -0.850666  -0.439035  -2.795663
Ru  -0.986708  0.154983  -0.451565
Cl  -2.463356  -1.667082  -1.454313
Cl  -2.239789  1.565443  -1.911714
C  0.612309  1.024556  -0.363014
C  0.239606  -1.826869  -3.250569
C  0.262837  0.770728  -3.619114
O  1.646322  1.566629  -0.237484
O  0.960449  -2.691118  -3.566205
O  0.973589  1.564523  -4.091935
O  -0.735158  -0.767698  1.463660
H  -1.303006  -0.295738  2.094919
H  0.180272  -0.709122  1.803096

Force components x, y, z for each atom (eV/Å):
Ru -7.22 -0.58 -0.70
Ru -6.95 -3.04 5.22
Cl -0.68 -0.02 0.51
Cl -1.71 1.22 -0.08
C 12.94 6.48 0.49
C 8.26 -11.49 -3.39
C 7.69 9.97 -6.07
O -5.70 -2.82 -0.48
O -3.38 4.37 1.35
O -3.13 -4.06 2.12
O 0.06 0.79 -0.77
H -0.32 -0.25 1.12
H 0.14 -0.58 0.67

- net charge = +4
- total energy (eV) = -41473.528
- ΔE to the lowest compared entry with this formula, charge and spin (kJ/mol) = 20.0
- HOMO-LUMO gap (spin up / spin down) (eV) = 7.572 / 6.108
- max |F| (eV/A) = 14.55
- multiplicity = 11

Question: Among the records above, which one has the highest ΔE to the lowest compared entry with this formula, charge and spin?
Answer: C3H2ClNO